Density functional theory data (the ωB97M-V functional and the def2-TZVPD basis) for a gas-phase ion, C4H11N2 (charge +1).

## Properties
LUMO   -4.590 eV
Net charge   +1
ΔE to the lowest compared entry with this formula, charge and spin   351.4 kJ/mol
Kohn-Sham gap   7.98 eV
SMILES   CNCCC=[NH2+]

XYZ file:
```
17
Properties=species:S:1:pos:R:3:forces:R:3:nbo_charge:R:1
C -2.440 -1.316 0.367 -0.35 -1.91 -1.58 -0.41
N -1.339 -0.850 1.097 4.03 -0.42 1.82 -0.57
C -0.511 0.214 0.717 0.22 1.11 -1.16 -0.09
C 0.765 0.029 -0.645 1.37 1.44 2.09 -0.58
C 1.676 1.150 -0.997 -4.13 -2.85 0.74 0.29
N 2.767 1.408 -0.417 -1.73 -4.88 2.71 -0.63
H -2.260 -1.791 -0.664 0.26 0.36 1.40 0.19
H -2.974 -2.075 1.001 0.09 1.15 -0.78 0.23
H -2.904 -0.410 0.166 -2.35 1.16 -0.55 0.20
H -1.012 -1.560 1.761 0.50 0.84 -0.45 0.40
H 0.220 0.769 1.336 -0.99 -1.25 0.87 0.22
H -1.133 0.994 0.289 -0.12 -0.02 -0.30 0.20
H 1.365 -0.754 -0.269 0.66 -1.10 0.76 0.21
H 0.267 -0.337 -1.452 -1.58 -0.65 -2.46 0.24
H 1.314 1.768 -1.742 -0.27 1.58 -1.52 0.21
H 3.002 0.626 0.266 0.93 2.15 -0.88 0.45
H 3.198 2.136 -0.814 3.44 3.28 -0.72 0.43
```
Forces are in eV/Å.

Density functional theory data (the ωB97M-V functional and the def2-TZVPD basis) for 3 unconnected molecules or ions with the total composition C11H13F8O7S.

## Properties
LUMO   -2.902 eV
Net charge   +1
Kohn-Sham gap   11.12 eV

XYZ file:
```
40
Properties=species:S:1:pos:R:3:forces:R:3:nbo_charge:R:1
C 3.206 -0.429 0.358 -0.23 0.16 -0.57 -0.74
S 1.707 0.524 0.051 0.11 0.24 0.96 0.79
C 0.387 -0.652 -0.283 0.21 -0.16 -0.40 -0.55
C -0.951 0.039 -0.475 -0.24 0.01 -0.34 0.00
O -1.889 -0.976 -0.515 0.26 -0.21 0.46 -0.67
C -1.269 1.078 0.620 -0.45 -0.02 -0.24 0.94
F -0.630 0.821 1.763 0.04 -0.06 0.32 -0.32
F -0.885 2.296 0.198 0.18 0.15 0.09 -0.33
F -2.575 1.122 0.869 0.17 0.05 -0.05 -0.30
C 2.071 1.378 -1.571 0.00 0.09 -0.19 0.88
F 1.484 2.573 -1.520 0.39 -0.80 -0.21 -0.28
F 1.615 0.677 -2.607 0.27 0.40 0.44 -0.29
F 3.396 1.512 -1.640 -0.66 0.06 -0.15 -0.29
H 3.643 -0.761 -0.568 0.10 -0.16 -0.29 0.26
H 3.858 0.252 0.876 0.28 0.15 0.24 0.27
H 2.924 -1.254 0.989 -0.21 -0.22 0.29 0.29
H 0.648 -1.216 -1.166 -0.02 -0.12 -0.33 0.27
H 0.334 -1.354 0.544 0.22 0.16 0.48 0.31
H -0.936 0.557 -1.431 0.01 0.44 -0.12 0.20
H -2.632 -0.687 -1.053 -0.28 -0.40 -0.25 0.51
C -4.263 0.898 -4.814 0.14 0.18 -0.04 -0.13
C -5.622 0.479 -4.298 -0.08 -0.14 -0.20 0.45
O -5.353 -0.808 -3.754 0.07 0.21 0.20 -0.48
C -4.054 -0.840 -3.384 -0.20 -0.06 -0.31 0.97
O -3.566 -1.670 -2.689 0.10 0.11 0.16 -0.59
O -3.380 0.212 -3.908 -0.11 0.08 0.01 -0.50
F -6.531 0.367 -5.286 0.06 -0.07 0.05 -0.31
H -4.094 0.537 -5.828 -0.11 -0.07 -0.01 0.21
H -4.098 1.971 -4.777 0.12 -0.04 0.16 0.22
H -6.026 1.120 -3.512 -0.10 -0.01 -0.04 0.16
C 3.661 -1.303 5.662 -0.01 -0.11 0.19 -0.13
C 3.743 0.083 5.062 0.24 0.00 -0.08 0.45
O 3.261 -0.140 3.734 -0.24 0.09 0.12 -0.51
C 2.429 -1.213 3.780 0.11 -0.06 0.23 0.98
O 1.682 -1.513 2.903 -0.05 0.02 -0.41 -0.61
O 2.559 -1.875 4.934 0.09 0.09 0.05 -0.46
F 5.008 0.547 4.999 -0.07 -0.06 -0.09 -0.31
H 4.565 -1.879 5.461 0.05 0.08 -0.06 0.21
H 3.461 -1.302 6.728 -0.21 -0.06 -0.05 0.23
H 3.111 0.827 5.547 0.07 0.07 -0.02 0.17
```
Forces are in eV/Å.

Density functional theory data (the ωB97M-V functional and the def2-TZVPD basis) for a molecular structure, C26H31BN6NiPS2.

## Properties
LUMO (spin up / spin down)   -3.133 / -3.120 eV
Net charge   +1
Kohn-Sham gap (spin up / spin down)   6.92 / 6.94 eV

XYZ file:
```
68
Properties=species:S:1:pos:R:3:forces:R:3:nbo_charge:R:1
Ni -1.140 -0.341 0.022 0.33 0.41 -0.05 0.75
C -1.341 0.331 4.132 0.05 0.06 -0.03 -0.19
C -2.108 -0.731 4.581 -0.04 -0.04 0.02 -0.15
C -2.618 -1.627 3.659 -0.03 0.01 0.00 -0.21
C -2.347 -1.449 2.309 0.01 0.05 -0.02 0.18
N -1.561 -0.441 1.888 0.00 -0.06 0.30 -0.47
C -1.088 0.433 2.779 -0.02 -0.04 -0.02 0.05
C -2.911 -2.311 1.243 0.01 0.00 -0.03 0.16
C -3.874 -3.279 1.485 0.03 0.01 -0.02 -0.21
C -4.367 -4.008 0.415 -0.02 -0.01 0.02 -0.14
C -3.886 -3.747 -0.855 -0.01 -0.02 -0.05 -0.23
C -2.927 -2.760 -1.013 0.04 0.01 0.07 0.07
N -2.448 -2.057 0.011 -0.13 -0.10 0.02 -0.51
H -0.934 1.065 4.813 0.00 -0.01 0.00 0.23
H -2.313 -0.858 5.635 0.00 0.00 -0.01 0.24
H -3.225 -2.457 3.987 0.00 0.02 0.00 0.23
H -0.485 1.234 2.372 0.01 0.01 0.02 0.22
H -4.251 -3.455 2.481 0.00 -0.01 -0.01 0.23
H -5.124 -4.765 0.573 0.01 0.00 0.00 0.24
H -4.248 -4.288 -1.718 0.00 0.00 0.01 0.24
H -2.525 -2.519 -1.989 -0.01 0.01 -0.01 0.23
C -2.325 3.494 2.309 0.00 0.00 -0.03 -0.41
N -1.317 3.424 1.264 -0.06 0.07 -0.01 -0.37
C -0.246 4.292 1.148 0.01 -0.04 -0.06 -0.09
C 0.299 4.064 -0.067 -0.01 0.01 0.09 -0.05
N -0.429 3.078 -0.700 0.01 0.03 0.00 -0.50
B -0.356 2.844 -2.251 -0.02 0.02 -0.11 0.18
N 0.663 1.729 -2.701 0.09 -0.03 0.09 -0.47
C 1.810 2.036 -3.397 0.00 -0.09 -0.06 -0.04
C 2.323 0.893 -3.907 -0.08 0.07 0.01 -0.07
N 1.484 -0.122 -3.505 0.06 -0.10 0.05 -0.34
C 1.613 -1.512 -3.902 0.01 0.02 0.02 -0.41
C 0.489 0.402 -2.758 -0.14 0.27 -0.07 0.28
S -0.842 -0.514 -2.150 0.14 -0.14 -0.24 -0.19
C -1.416 2.688 0.126 0.11 -0.01 -0.02 0.28
S -2.605 1.484 -0.161 -0.13 -0.09 0.04 -0.25
H -1.853 3.822 3.233 0.00 -0.02 0.01 0.21
H -2.782 2.517 2.440 0.02 -0.01 -0.01 0.24
H -3.107 4.200 2.031 0.01 0.02 0.01 0.22
H 0.003 4.997 1.921 0.00 -0.01 -0.01 0.23
H 1.124 4.549 -0.557 -0.01 0.00 0.00 0.24
H 0.091 3.865 -2.711 -0.04 0.01 -0.01 -0.05
H -1.446 2.556 -2.653 0.01 -0.01 0.02 -0.01
H 2.147 3.052 -3.493 -0.01 -0.01 0.01 0.24
H 3.190 0.708 -4.516 -0.01 0.00 0.01 0.24
H 2.664 -1.727 -4.079 0.01 -0.01 0.01 0.22
H 1.041 -1.703 -4.810 0.01 0.00 0.00 0.22
H 1.230 -2.147 -3.109 0.02 0.00 0.02 0.23
C 1.576 -0.969 2.162 -0.01 -0.07 0.03 -0.95
P 0.989 -1.024 0.427 -0.15 -0.33 0.10 0.96
C 0.987 -2.824 0.147 0.03 -0.01 -0.06 -0.96
C 2.490 -0.401 -0.387 -0.10 0.13 -0.09 -0.39
C 2.737 0.971 -0.320 -0.03 0.02 -0.03 -0.20
C 3.931 1.493 -0.790 0.02 -0.03 0.04 -0.19
C 4.889 0.651 -1.338 0.00 0.01 0.00 -0.19
C 4.642 -0.710 -1.428 -0.01 -0.01 -0.01 -0.23
C 3.447 -1.237 -0.953 0.03 0.00 0.01 -0.15
H 1.698 0.058 2.502 0.00 0.01 -0.02 0.24
H 2.545 -1.466 2.215 0.00 0.00 0.01 0.25
H 0.876 -1.483 2.823 0.01 0.02 -0.02 0.24
H 1.942 -3.286 0.399 -0.03 -0.01 0.02 0.24
H 0.723 -3.043 -0.888 0.02 0.02 0.00 0.25
H 0.210 -3.250 0.782 0.01 0.00 0.01 0.25
H 1.985 1.639 0.090 -0.01 -0.02 0.01 0.22
H 4.115 2.558 -0.728 0.00 0.00 0.00 0.22
H 5.826 1.057 -1.698 -0.01 0.00 0.00 0.23
H 5.386 -1.370 -1.857 -0.01 0.01 0.01 0.22
H 3.279 -2.304 -1.017 0.00 0.00 -0.02 0.21
```
Forces are in eV/Å.

Density functional theory data (the ωB97M-V functional and the def2-TZVPD basis) for 2 unconnected molecules or ions with the total composition C4H7ClFNO.

## Properties
LUMO (spin up / spin down)   -0.625 / -0.693 eV
Net charge   0
ΔE to the lowest compared entry with this formula, charge and spin   451.9 kJ/mol
Kohn-Sham gap (spin up / spin down)   8.25 / 9.26 eV

XYZ file:
```
15
Properties=species:S:1:pos:R:3:forces:R:3:nbo_charge:R:1
C 2.472 -0.413 -0.321 -2.25 -0.44 -2.78 0.48
C -1.282 -0.905 -0.906 0.98 0.11 0.23 -0.61
C -1.297 -0.204 0.471 3.18 -0.84 -1.18 -0.40
C -0.393 1.027 0.573 -1.95 1.81 -2.22 -0.33
N 0.818 0.667 1.167 2.20 0.50 0.20 0.08
O 2.211 -0.736 -1.440 0.46 0.69 2.09 -0.48
F 1.640 1.854 1.106 -0.82 -0.85 0.15 -0.29
Cl 3.884 -0.604 0.525 1.26 -0.08 0.91 0.07
H -0.236 -1.150 -1.144 -0.46 -0.62 0.04 0.22
H -1.983 -1.759 -0.967 0.66 0.32 0.15 0.22
H -1.529 -0.216 -1.710 -0.43 0.31 0.06 0.20
H -0.882 -0.803 1.263 -0.35 -1.01 0.25 0.21
H -2.265 -0.011 0.657 -3.34 1.12 1.17 0.21
H -0.260 1.433 -0.521 -0.02 -0.15 2.03 0.21
H -0.899 1.820 1.247 0.87 -0.86 -1.09 0.23
```
Forces are in eV/Å.